Computed, not measured: a cluster of 3 separate species, C37H57F7N6O6P in total at a distorted geometry, with wB97M-V/def2-TZVPD.

Cartesian coordinates (Å):
1 C -2.9762 -0.2567 3.6244
2 C -2.4362 -0.8113 2.1995
3 F -3.4863 -0.2779 1.2522
4 N -0.9749 -0.5592 1.7673
5 C -0.9104 0.9158 1.9934
6 O -0.2303 1.3166 3.1068
7 C -1.4710 2.1350 1.0609
8 F -2.6715 2.6972 1.7865
9 F -1.9523 1.7573 -0.2827
10 C -0.3730 3.3953 1.0462
11 F 1.0344 2.9464 0.9448
12 F -0.4701 4.1935 2.3162
13 C -0.6248 4.4500 -0.1985
14 F -2.0522 4.7454 -0.4629
15 F 0.1321 3.9910 -1.4160
16 C 0.1256 5.8689 0.2718
17 O -0.5524 7.0197 0.2348
18 O 1.5174 5.9240 0.7885
19 C -0.9697 -1.1609 0.3920
20 N -0.1752 -0.8301 -0.7134
21 C -0.3366 -1.4977 -2.0955
22 C -0.5445 -0.3607 -3.3071
23 N -1.4462 -0.9752 -4.3964
24 C 0.9335 0.2230 -0.6716
25 C 2.3086 -0.2691 -1.4903
26 C 3.5875 0.5218 -0.7838
27 C 4.9227 0.3850 -1.7279
28 N 5.5367 1.6984 -2.1602
29 C 5.0606 3.1323 -2.0663
30 C 6.2378 4.0562 -2.7507
31 C 7.4003 2.9969 -3.2666
32 C 6.8813 1.4912 -2.8530
33 N -2.0419 -2.2747 0.4020
34 P -1.4443 -3.9459 0.0804
35 O 0.1458 -4.0615 0.0865
36 C -2.4036 -2.4572 1.8959
37 C -1.2189 -2.9561 2.9221
38 C -1.4291 -4.4761 3.5295
39 N -0.8700 -4.7144 4.7911
40 C -3.9045 -3.1086 1.9925
41 C -4.7852 -3.0741 0.6134
42 C -6.1676 -3.9753 0.8389
43 C -6.2185 -5.4361 0.0724
44 C -7.5184 -6.4322 0.1463
45 C -8.8317 -5.9416 1.0488
46 C -8.8099 -4.4690 1.8377
47 C -7.4607 -3.4936 1.7239
48 H -3.8888 -0.8169 4.0944
49 H -3.3205 0.8780 3.4878
50 H -2.1461 -0.2136 4.4805
51 H 2.1441 6.0087 -0.0010
52 H 0.5360 -2.2507 -2.3382
53 H -1.3370 -2.1468 -2.1575
54 H -1.1482 0.5191 -2.8253
55 H 0.4662 -0.0503 -3.8110
56 H -1.0505 -0.7410 -5.3416
57 H -1.3926 -2.0340 -4.3550
58 H 0.5261 1.2167 -1.1562
59 H 1.3330 0.4248 0.4354
60 H 2.4230 -1.4339 -1.5015
61 H 2.2767 0.1415 -2.6097
62 H 3.2496 1.6224 -0.5701
63 H 3.7487 -0.0071 0.2724
64 H 5.7558 -0.1903 -1.1003
65 H 4.6097 -0.2524 -2.6766
66 H 4.0336 3.4635 -1.5655
67 H 6.2453 5.2233 -2.8763
68 H 8.4089 3.2165 -3.8254
69 H 7.3827 0.4472 -3.0388
70 H -2.1096 -4.9615 0.8703
71 H -1.8389 -4.2223 -1.3087
72 H -1.0916 -2.2610 3.8844
73 H -0.1293 -2.9613 2.4340
74 H -2.0077 -5.3509 3.0117
75 H -1.0826 -5.6886 5.1046
76 H -3.9528 -4.2036 2.4016
77 H -4.5029 -2.4437 2.7834
78 H -5.1524 -1.9834 0.3157
79 H -4.2644 -3.5204 -0.3325
80 H -5.2734 -5.7610 -0.5768
81 H -7.5737 -7.4606 -0.4178
82 H -9.8040 -6.6021 1.1102
83 H -9.7655 -4.1257 2.4609
84 H -7.4657 -2.4441 2.2639
85 C 3.1213 -6.3216 -5.3159
86 C 3.2352 -5.1497 -4.3545
87 O 1.9808 -4.5509 -4.0382
88 C 1.0146 -5.3938 -3.4149
89 C 1.4800 -5.9678 -2.0873
90 H 2.6366 -6.0065 -6.2484
91 H 4.1137 -6.7201 -5.5516
92 H 2.5257 -7.1355 -4.8981
93 H 3.8458 -4.3707 -4.8220
94 H 3.7570 -5.4408 -3.4379
95 H 0.7072 -6.1880 -4.1031
96 H 0.1252 -4.7771 -3.2400
97 H 2.3633 -6.6003 -2.2017
98 H 0.6887 -6.5743 -1.6365
99 H 1.7425 -5.1621 -1.3932
100 C 2.3362 9.5990 5.0103
101 C 3.1620 10.1052 3.8387
102 O 3.6039 9.0685 2.9657
103 C 2.5869 8.2909 2.3384
104 C 1.6478 9.1113 1.4703
105 H 2.9079 8.8669 5.5942
106 H 2.0538 10.4296 5.6657
107 H 1.4188 9.1076 4.6805
108 H 4.0616 10.5921 4.2284
109 H 2.6189 10.8690 3.2743
110 H 2.0326 7.7188 3.0895
111 H 3.0982 7.5550 1.7069
112 H 1.1029 9.8596 2.0503
113 H 0.9129 8.4618 0.9853
114 H 2.2102 9.6438 0.6957

energy: -88794.33597 eV
HOMO energy: -9.69 eV
frontier orbital gap: 4.776 eV
strongest force on any atom: 9.6 eV Å⁻¹
total charge: +1
2S+1: 1
lowest unoccupied orbital energy: -4.9 eV

---

Computed, not measured: a cluster of 6 separate species, C37H57N3O21S5Si in total at a distorted geometry, with wB97M-V/def2-TZVPD.

Cartesian coordinates (Å):
1 C -8.7519 2.5396 3.9911
2 C -7.1839 2.7754 3.6362
3 O -6.6701 3.9088 3.8638
4 N -6.4701 1.6022 3.0752
5 C -5.2699 1.4214 4.0085
6 C -5.8265 1.9320 1.7598
7 C -6.3935 2.9900 0.7674
8 N -5.8617 3.3775 -0.4981
9 C -4.6983 2.5674 -0.7395
10 C -3.9454 2.8277 -2.1152
11 C -2.7052 2.0381 -2.5819
12 C -2.1450 0.9225 -1.6379
13 C -2.8244 0.6309 -0.2670
14 C -2.3124 -0.5113 0.7269
15 C -0.7725 -0.9300 0.5413
16 C -0.6005 -2.5353 0.3005
17 C 0.5214 -2.8844 -0.7960
18 C 2.0074 -3.0816 -0.1829
19 C 2.8885 -4.0294 -1.1499
20 C 4.4565 -4.0648 -0.7787
21 C 5.2812 -3.9892 -2.1800
22 Si 7.0452 -3.2626 -2.0100
23 C 7.8731 -3.4359 -3.7609
24 C 8.1884 -4.2108 -0.7966
25 C 7.0947 -1.4067 -1.5257
26 C 7.8096 -0.3394 -2.4368
27 C 7.8844 1.1694 -2.0591
28 C 7.2147 1.7174 -0.7640
29 C 6.4870 0.6915 0.1607
30 C 6.4517 -0.8350 -0.2084
31 C -4.0965 1.4735 0.1706
32 N -4.6607 1.1686 1.4550
33 H -9.3422 3.0783 3.1761
34 H -9.0158 2.8383 5.0579
35 H -8.9665 1.4095 3.8795
36 H -4.4954 2.2566 3.7978
37 H -4.8075 0.3797 3.9244
38 H -5.6455 1.6430 5.0826
39 H -7.3625 3.5317 1.0870
40 H -4.3415 3.6420 -2.8124
41 H -2.1762 2.2244 -3.5782
42 H -1.2127 0.3310 -1.9662
43 H -2.9853 -1.4381 0.5544
44 H -2.5292 -0.1859 1.8112
45 H -0.2536 -0.7163 1.5555
46 H -0.1997 -0.3370 -0.2470
47 H -0.3223 -3.0755 1.2747
48 H -1.5919 -3.0188 -0.0533
49 H 0.2396 -3.9063 -1.2665
50 H 0.5711 -2.1159 -1.6504
51 H 2.5072 -2.0415 -0.2141
52 H 1.9987 -3.4959 0.8807
53 H 2.4676 -5.1055 -1.0739
54 H 2.7279 -3.6812 -2.2263
55 H 4.6570 -5.0986 -0.2982
56 H 4.7784 -3.2690 -0.0212
57 H 5.3203 -5.0717 -2.5936
58 H 4.7262 -3.3667 -2.9803
59 H 7.0468 -3.2700 -4.5477
60 H 8.7471 -2.7039 -3.8686
61 H 8.3014 -4.4981 -3.8305
62 H 8.0785 -3.8019 0.2773
63 H 8.0106 -5.3503 -0.8326
64 H 9.2750 -3.9802 -1.1261
65 H 8.3106 -0.6306 -3.4340
66 H 8.4392 1.8943 -2.7437
67 H 7.2693 2.8457 -0.5218
68 H 5.9832 1.0723 1.1126
69 H 5.9205 -1.5114 0.5516
70 O 2.2133 -5.4418 1.4916
71 S 1.5464 -6.6437 1.0855
72 O 0.2692 -6.6426 0.4399
73 O 1.4820 -7.6436 2.3629
74 C 2.1366 -8.8714 2.0430
75 C 3.1916 -8.5077 1.0091
76 O 2.5765 -7.5180 0.1848
77 H 1.3928 -9.5553 1.6244
78 H 2.5728 -9.3150 2.9389
79 H 3.5032 -9.3655 0.4129
80 H 4.0688 -8.0561 1.4821
81 O 0.0724 -3.5181 -5.3589
82 S -0.5594 -2.3786 -4.7633
83 O -0.3429 -1.9937 -3.4004
84 O -2.1571 -2.4920 -5.0220
85 C -2.6092 -1.3415 -5.7375
86 C -1.4128 -0.8816 -6.5570
87 O -0.2824 -1.0889 -5.7099
88 H -2.9046 -0.5811 -5.0087
89 H -3.4654 -1.5947 -6.3638
90 H -1.4872 0.1657 -6.8503
91 H -1.2841 -1.5008 -7.4498
92 O -2.5826 4.6253 -4.9406
93 S -2.3614 6.0333 -4.7907
94 O -2.5647 6.9694 -5.8543
95 O -0.8710 6.2488 -4.1866
96 C -0.9537 6.9597 -2.9507
97 C -2.3125 6.5989 -2.3693
98 O -3.1922 6.5422 -3.4927
99 H -0.8884 8.0297 -3.1680
100 H -0.1338 6.6734 -2.2909
101 H -2.6625 7.3325 -1.6429
102 H -2.2930 5.6082 -1.9048
103 O 8.2913 6.9726 -1.2774
104 S 8.8312 5.9544 -0.4263
105 O 9.8251 5.0214 -0.8623
106 O 7.5908 5.1269 0.2233
107 C 7.6579 5.2071 1.6478
108 C 8.3478 6.5299 1.9450
109 O 9.3528 6.6586 0.9403
110 H 8.2511 4.3621 2.0088
111 H 6.6574 5.1580 2.0794
112 H 8.7932 6.5525 2.9397
113 H 7.6543 7.3693 1.8382
114 O -10.3624 0.5627 5.5630
115 S -10.8550 0.1441 6.8428
116 O -10.5506 -1.1329 7.4122
117 O -12.4649 0.3485 6.8567
118 C -12.8264 1.2306 7.9199
119 C -11.6214 2.1379 8.1172
120 O -10.4867 1.2922 7.9301
121 H -13.0174 0.6281 8.8124
122 H -13.7261 1.7902 7.6613
123 H -11.6020 2.5947 9.1067
124 H -11.5883 2.9216 7.3545

energy: -148798.90317 eV
HOMO energy: -8.00 eV
frontier orbital gap: 7.471 eV
strongest force on any atom: 6.6 eV Å⁻¹
SMILES: CC(=O)N(C)c1cnc2cccc(CCCCCCCC[Si](C)(C)c3ccccc3)c2n1.O=S1(=O)OCCO1.O=S1(=O)OCCO1.O=S1(=O)OCCO1.O=S1(=O)OCCO1.O=S1(=O)OCCO1
2S+1: 1
lowest unoccupied orbital energy: -0.5 eV